Formula: C38H64BI3N6O8
Source: the Open Molecules 2025 dataset
Level of theory: ωB97M-V/def2-TZVPD

Geometry as ORCA input:
```
! wB97M-V def2-TZVPD RIJCOSX def2/J DEFGRID3
* xyz 0 1
C 6.85 -7.22 -0.35
O 5.59 -7.31 -1.11
B 5.65 -6.31 -2.14
O 6.94 -5.91 -2.63
C 4.34 -5.56 -2.76
C 4.09 -5.43 -4.17
C 5.13 -6.07 -5.22
N 4.56 -6.20 -6.61
C 2.77 -4.61 -4.61
O 2.06 -4.98 -5.58
C 2.44 -3.33 -3.68
C 1.87 -1.99 -4.24
C 1.61 -1.76 -5.81
O 0.27 -1.23 -6.08
C -0.67 -2.29 -6.31
O -0.88 -3.15 -5.17
C -1.51 -2.45 -4.07
C -2.76 -3.24 -3.44
O -2.33 -4.47 -2.79
C 1.57 -0.79 -3.26
C 1.02 0.63 -3.74
C 2.05 1.47 -4.65
C 3.39 1.93 -3.90
C 4.49 0.78 -3.73
N 5.83 1.47 -3.55
C 6.52 1.00 -2.33
N 6.93 -0.27 -2.21
N 6.84 1.88 -1.18
C 1.82 -1.00 -1.71
C 1.50 0.13 -0.61
C 2.58 1.30 -0.56
O 3.82 1.17 -0.65
I 1.78 3.36 -0.39
C 2.39 -2.35 -1.13
C 2.66 -2.60 0.41
I 1.09 -3.62 1.57
C 3.83 -2.23 1.12
C 5.02 -1.48 0.37
I 4.05 -2.69 3.24
C 2.71 -3.48 -2.14
C 3.34 -4.90 -1.67
O 3.07 -5.47 -0.59
H 7.73 -7.68 -0.91
H 6.75 -7.84 0.63
H 7.04 -6.13 -0.04
H 6.79 -5.09 -3.14
H 6.00 -5.32 -5.31
H 5.51 -7.10 -4.93
H 5.33 -6.62 -7.17
H 4.31 -5.26 -6.94
H 1.71 -2.70 -6.43
H 2.38 -1.01 -6.23
H -0.42 -2.93 -7.24
H -1.70 -1.81 -6.55
H -1.81 -1.40 -4.42
H -0.74 -2.32 -3.23
H -3.23 -2.57 -2.61
H -3.60 -3.42 -4.21
H -2.29 -4.28 -1.83
H 0.73 1.32 -2.86
H 0.04 0.54 -4.36
H 2.35 0.96 -5.63
H 1.50 2.44 -4.95
H 3.87 2.74 -4.58
H 3.19 2.48 -2.90
H 4.27 0.05 -2.88
H 4.57 0.20 -4.71
H 6.47 1.25 -4.33
H 7.38 -0.36 -1.27
H 6.43 1.50 -0.31
H 6.48 2.84 -1.34
H 0.50 0.62 -0.92
H 1.32 -0.30 0.44
H 4.85 -1.34 -0.75
H 6.00 -2.03 0.62
H 5.09 -0.43 0.86
C -2.57 2.53 -0.39
C -3.64 2.85 0.65
N -3.57 2.02 1.84
C -4.74 2.15 2.70
C -5.01 3.50 3.35
C -2.28 2.01 2.54
C -1.73 3.35 3.03
H -2.60 1.47 -0.67
H -2.75 3.12 -1.30
H -1.57 2.77 -0.04
H -4.61 2.69 0.17
H -3.59 3.92 0.89
H -4.70 1.38 3.49
H -5.62 1.88 2.11
H -4.32 3.69 4.18
H -6.02 3.52 3.77
H -4.93 4.33 2.64
H -1.54 1.56 1.87
H -2.34 1.32 3.39
H -1.82 4.14 2.29
H -0.66 3.24 3.26
H -2.21 3.67 3.95
C -8.57 5.40 9.77
C -8.06 4.25 8.91
N -7.79 4.62 7.53
C -7.57 3.47 6.65
C -6.34 2.60 6.92
C -6.88 5.74 7.33
C -5.47 5.62 7.91
H -9.46 5.85 9.33
H -8.84 5.03 10.77
H -7.81 6.17 9.91
H -8.83 3.47 8.92
H -7.17 3.81 9.39
H -7.54 3.81 5.61
H -8.46 2.83 6.71
H -5.42 3.09 6.59
H -6.42 1.67 6.36
H -6.24 2.34 7.98
H -7.35 6.64 7.74
H -6.80 5.95 6.25
H -5.47 5.22 8.93
H -5.01 6.61 7.95
H -4.83 5.00 7.29
*
```

Values from the calculation:
Electronic energy ... -3334.398099 Ha
E_LUMO ... -1.34 eV
HOMO-LUMO gap ... 6.9 eV

Formula: C38H64BINO21P
Source: the Open Molecules 2025 dataset
Level of theory: ωB97M-V/def2-TZVPD

Geometry as ORCA input:
```
! wB97M-V def2-TZVPD RIJCOSX def2/J DEFGRID3
* xyz 0 1
C 2.10 0.75 -0.32
O 2.02 -0.66 -0.40
C 3.26 -1.33 -0.49
C 3.24 -2.57 0.40
C 2.42 -2.40 1.67
C 2.68 -1.17 2.51
O 1.95 -0.90 3.46
O 3.72 -0.33 2.16
C 4.73 -0.15 3.14
C 4.37 0.89 4.24
C 3.84 2.21 3.68
C 4.49 3.39 4.44
I 1.71 2.42 3.97
B 6.03 0.41 2.33
O 6.91 1.28 2.91
O 6.19 -0.03 1.05
C 7.34 -0.86 0.83
P 5.30 -1.69 3.97
N 5.54 -2.88 3.00
O 4.22 -2.06 5.08
O 6.62 -1.24 4.77
H 1.85 1.26 -1.24
H 1.38 1.07 0.42
H 3.07 1.11 0.03
H 3.46 -1.66 -1.52
H 4.10 -0.70 -0.21
H 4.25 -2.92 0.57
H 2.75 -3.36 -0.17
H 1.37 -2.36 1.43
H 2.57 -3.25 2.33
H 5.25 1.02 4.86
H 3.61 0.46 4.88
H 4.06 2.34 2.62
H 5.33 3.80 3.88
H 3.79 4.20 4.59
H 4.84 3.08 5.42
H 6.83 2.16 2.53
H 7.78 -1.14 1.78
H 7.06 -1.74 0.27
H 8.07 -0.31 0.24
H 6.49 -3.22 3.01
H 4.03 -3.00 4.93
H 7.39 -1.57 4.30
O 1.14 -6.43 5.72
C 0.89 -5.30 6.03
O 0.23 -4.45 5.22
C 0.18 -3.13 5.81
C 0.39 -3.36 7.30
C 1.29 -4.59 7.31
H 0.98 -2.53 5.36
H -0.78 -2.67 5.58
H 0.80 -2.49 7.81
H -0.57 -3.60 7.77
H 2.35 -4.32 7.24
H 1.12 -5.23 8.17
O -2.99 -3.48 7.91
C -3.63 -3.23 6.93
O -3.12 -2.55 5.87
C -4.16 -2.31 4.90
C -5.22 -3.36 5.17
C -5.09 -3.55 6.68
H -4.53 -1.29 5.04
H -3.73 -2.39 3.90
H -6.21 -3.06 4.84
H -4.96 -4.29 4.66
H -5.71 -2.84 7.24
H -5.32 -4.57 7.00
O -0.28 2.56 -0.27
C -1.15 2.34 0.51
O -1.61 3.27 1.39
C -2.59 2.67 2.26
C -3.11 1.45 1.51
C -1.88 1.03 0.72
H -2.09 2.41 3.20
H -3.37 3.41 2.47
H -3.50 0.68 2.17
H -3.89 1.75 0.83
H -1.23 0.36 1.28
H -2.14 0.58 -0.24
O 2.53 0.24 -4.61
C 2.68 1.42 -4.60
O 2.73 2.14 -3.45
C 2.80 3.54 -3.75
C 3.35 3.63 -5.16
C 2.79 2.35 -5.79
H 1.79 3.96 -3.66
H 3.44 4.03 -3.02
H 3.06 4.54 -5.68
H 4.44 3.58 -5.14
H 1.79 2.50 -6.21
H 3.45 1.93 -6.55
O -5.10 -0.04 0.22
C -5.79 0.21 -0.73
O -5.34 0.96 -1.75
C -6.40 1.20 -2.70
C -7.39 0.07 -2.47
C -7.23 -0.19 -0.97
H -6.83 2.18 -2.51
H -5.98 1.19 -3.71
H -8.40 0.32 -2.78
H -7.08 -0.82 -3.03
H -7.88 0.45 -0.37
H -7.39 -1.23 -0.71
O -6.18 0.38 -6.07
C -5.15 -0.19 -6.27
O -5.09 -1.46 -6.71
C -3.71 -1.91 -6.76
C -2.89 -0.63 -6.86
C -3.74 0.35 -6.07
H -3.50 -2.48 -5.85
H -3.59 -2.56 -7.62
H -1.88 -0.74 -6.48
H -2.82 -0.29 -7.90
H -3.52 0.33 -5.00
H -3.67 1.37 -6.44
O -2.25 1.09 -9.20
C -2.02 2.23 -8.94
O -1.02 2.61 -8.11
C -1.06 4.03 -7.89
C -1.83 4.59 -9.08
C -2.79 3.46 -9.40
H -1.57 4.22 -6.94
H -0.05 4.41 -7.83
H -2.31 5.54 -8.87
H -1.15 4.75 -9.92
H -3.72 3.52 -8.83
H -3.02 3.38 -10.46
*
```

Values from the calculation:
Electronic energy ... -3785.235149 Ha
E_LUMO ... 0.26 eV
HOMO-LUMO gap ... 8.9 eV

Formula: C38H64GeIrN7O2S3Si3
Source: the Open Molecules 2025 dataset
Level of theory: ωB97M-V/def2-TZVPD

Geometry as ORCA input:
```
! wB97M-V def2-TZVPD RIJCOSX def2/J DEFGRID3
* xyz 3 2
Ir -0.72 0.00 0.19
N -1.62 1.77 0.93
C -2.67 1.41 1.94
C -3.25 2.63 2.65
C -2.28 3.37 3.58
C -2.89 3.64 4.95
N -3.18 2.37 5.61
C -3.62 2.25 6.85
N -3.88 3.33 7.59
N -3.79 1.04 7.37
C -2.11 0.33 2.88
O -2.47 0.29 4.06
O -1.29 -0.48 2.33
H -0.94 2.40 1.35
H -2.06 2.29 0.17
H -3.46 0.92 1.38
H -4.13 2.29 3.20
H -3.63 3.31 1.88
H -2.00 4.33 3.16
H -1.36 2.80 3.72
H -3.81 4.22 4.83
H -2.19 4.23 5.55
H -2.98 1.52 5.07
H -3.82 4.26 7.20
H -4.24 3.25 8.52
H -3.62 0.22 6.81
H -4.20 0.91 8.28
S -2.65 -0.55 -0.94
C -2.50 -2.23 -1.16
N -3.52 -3.02 -1.35
C -3.31 -4.46 -1.61
C -2.09 -4.64 -2.46
N -0.95 -3.99 -1.81
C 0.39 -4.57 -2.10
C 0.88 -4.18 -3.47
C 1.77 -3.12 -3.63
C 2.19 -2.74 -4.90
C 1.73 -3.43 -6.01
C 0.86 -4.50 -5.86
C 0.44 -4.88 -4.59
C -1.10 -2.82 -1.24
S 0.20 -1.90 -0.68
C -4.93 -2.61 -1.27
C -5.60 -2.72 -2.62
C -6.66 -3.59 -2.81
C -7.26 -3.70 -4.05
C -6.80 -2.93 -5.11
C -5.73 -2.05 -4.92
C -5.14 -1.94 -3.68
H -4.19 -4.83 -2.13
H -3.23 -4.97 -0.65
H -2.24 -4.20 -3.45
H -1.87 -5.69 -2.58
H 0.27 -5.65 -2.01
H 1.07 -4.23 -1.32
H 2.14 -2.60 -2.76
H 2.88 -1.92 -5.01
H 2.06 -3.14 -7.00
H 0.53 -5.06 -6.73
H -0.21 -5.74 -4.48
H -4.96 -1.59 -0.88
H -5.41 -3.27 -0.54
H -7.02 -4.19 -1.98
H -8.09 -4.38 -4.20
H -7.27 -3.01 -6.08
H -5.38 -1.44 -5.75
H -4.32 -1.24 -3.53
S 1.44 0.65 1.01
C 2.16 -0.64 1.96
N 1.36 -1.42 2.71
C 1.82 -2.44 3.46
C 3.15 -2.73 3.50
C 4.02 -1.94 2.75
C 3.53 -0.90 1.98
H 0.34 -1.19 2.73
H 1.07 -2.98 4.02
H 3.51 -3.55 4.10
H 5.08 -2.14 2.76
H 4.19 -0.28 1.39
C 5.74 1.77 -2.15
Si 4.39 0.60 -1.63
C 5.06 -0.98 -0.89
C 3.21 0.21 -3.02
Ge 3.17 1.96 -0.06
Si 4.30 3.05 1.81
C 6.12 2.92 1.44
C 3.85 2.22 3.42
C 3.75 4.83 1.84
Si 1.60 3.36 -1.27
C 0.61 4.31 0.03
C 0.42 2.34 -2.29
C 2.65 4.52 -2.28
H 6.28 1.39 -3.02
H 6.46 1.92 -1.35
H 5.33 2.75 -2.43
H 5.56 -1.57 -1.66
H 4.26 -1.60 -0.48
H 5.80 -0.78 -0.11
H 3.67 -0.49 -3.73
H 2.95 1.11 -3.58
H 2.29 -0.25 -2.65
H 6.47 1.89 1.40
H 6.69 3.43 2.22
H 6.36 3.41 0.49
H 4.35 1.27 3.56
H 2.77 2.07 3.52
H 4.16 2.87 4.25
H 4.07 5.37 0.95
H 4.20 5.33 2.70
H 2.67 4.91 1.93
H -0.35 4.63 -0.36
H 1.15 5.20 0.34
H 0.45 3.69 0.92
H -0.03 1.53 -1.69
H 0.88 1.88 -3.16
H -0.40 2.97 -2.64
H 3.44 4.95 -1.67
H 2.05 5.35 -2.67
H 3.11 4.02 -3.13
*
```

Values from the calculation:
Electronic energy ... -6263.910491 Ha
Energy above the lowest of the compared OMol25 structures with the same formula, charge and spin ... 0.0 kcal/mol
E_LUMO (alpha / beta) ... -7.84 / -8.02 eV
HOMO-LUMO gap (alpha / beta) ... 6.7 / 6.7 eV
<S²> ... 0.757

Formula: C38H66O21
Source: the Open Molecules 2025 dataset
Level of theory: ωB97M-V/def2-TZVPD

Geometry as ORCA input:
```
! wB97M-V def2-TZVPD RIJCOSX def2/J DEFGRID3
* xyz 0 1
C 0.97 -27.90 0.19
C 1.56 -27.23 -0.99
O 2.06 -26.13 -0.85
C 1.54 -27.99 -2.29
H 1.37 -28.88 0.36
H -0.06 -28.03 0.01
H 1.10 -27.29 1.04
H 0.55 -27.98 -2.77
H 1.83 -28.96 -2.12
H 2.25 -27.65 -3.02
C -4.96 -22.26 3.50
C -3.72 -22.15 2.67
O -3.69 -21.94 1.48
C -2.48 -22.10 3.44
H -4.88 -21.49 4.27
H -5.00 -23.20 4.03
H -5.92 -22.19 2.99
H -2.64 -21.83 4.48
H -1.77 -21.52 2.89
H -2.14 -23.15 3.54
C 2.24 -24.30 2.09
C 1.10 -23.41 1.55
O 1.16 -22.24 1.70
C -0.12 -24.03 0.90
H 2.25 -25.36 1.87
H 2.30 -24.06 3.12
H 3.10 -23.91 1.58
H 0.03 -25.03 0.53
H -0.45 -23.33 0.13
H -0.70 -23.95 1.76
C -4.73 -26.87 1.59
C -3.52 -26.16 2.21
O -3.63 -25.20 2.85
C -2.25 -26.83 1.93
H -5.50 -27.09 2.29
H -4.36 -27.80 1.11
H -5.15 -26.16 0.89
H -2.24 -27.90 2.13
H -1.35 -26.42 2.39
H -2.07 -26.76 0.88
C -5.17 -17.46 -6.07
C -4.57 -18.63 -6.80
O -3.54 -18.54 -7.43
C -5.18 -19.98 -6.66
H -4.70 -17.53 -5.08
H -6.29 -17.36 -5.99
H -4.73 -16.57 -6.54
H -4.75 -20.54 -7.50
H -6.25 -19.90 -6.68
H -4.93 -20.43 -5.74
C -5.37 -27.93 -2.10
C -3.92 -28.37 -2.09
O -3.42 -28.89 -1.08
C -3.08 -28.04 -3.29
H -5.58 -27.58 -1.08
H -6.07 -28.71 -2.33
H -5.55 -27.13 -2.79
H -3.02 -26.96 -3.52
H -3.49 -28.61 -4.16
H -2.02 -28.38 -3.21
C -9.20 -24.64 -4.36
C -8.31 -25.18 -5.44
C -6.84 -24.78 -5.39
O -6.11 -25.98 -5.22
C -6.98 -27.07 -5.19
O -6.59 -28.18 -4.98
O -8.28 -26.67 -5.45
H -10.18 -25.10 -4.38
H -9.29 -23.54 -4.49
H -8.86 -24.90 -3.36
H -8.82 -24.94 -6.37
H -6.67 -24.13 -4.57
H -6.51 -24.28 -6.30
C -4.93 -18.98 -1.66
C -5.58 -20.03 -0.79
C -6.96 -19.56 -0.31
O -7.84 -20.32 -1.13
C -7.22 -21.39 -1.62
O -7.78 -22.34 -2.18
O -5.87 -21.32 -1.50
H -5.45 -18.97 -2.63
H -3.92 -19.22 -1.84
H -5.04 -18.01 -1.11
H -4.88 -20.25 0.02
H -7.06 -18.49 -0.51
H -7.13 -19.75 0.79
C 0.50 -21.43 -1.90
C -0.67 -20.47 -1.64
C -1.23 -20.50 -0.25
O -1.93 -19.25 -0.14
C -1.34 -18.38 -1.02
O -1.46 -17.20 -0.99
O -0.48 -19.09 -1.82
H 1.26 -21.41 -1.10
H 1.14 -21.28 -2.80
H 0.08 -22.43 -1.93
H -1.45 -20.82 -2.30
H -0.53 -20.59 0.58
H -1.98 -21.28 -0.27
C 0.68 -18.93 -6.19
C -0.30 -18.90 -5.03
C -1.49 -17.93 -5.23
O -2.61 -18.62 -4.75
C -2.26 -19.92 -4.67
O -3.07 -20.77 -4.38
O -0.98 -20.18 -4.87
H 1.14 -17.95 -6.30
H 0.10 -19.01 -7.10
H 1.44 -19.74 -6.08
H 0.19 -18.72 -4.11
H -1.67 -17.72 -6.29
H -1.39 -17.07 -4.60
C -4.02 -23.53 -3.99
C -3.34 -23.22 -2.64
C -4.06 -23.87 -1.48
O -3.34 -25.15 -1.24
C -2.13 -24.97 -1.92
O -1.32 -25.82 -1.91
O -2.07 -23.83 -2.67
H -4.92 -22.97 -4.13
H -4.31 -24.58 -3.89
H -3.31 -23.35 -4.79
H -3.31 -22.13 -2.61
H -5.07 -24.20 -1.76
H -4.06 -23.39 -0.51
*
```

Values from the calculation:
Electronic energy ... -3067.617657 Ha
Energy above the lowest of the compared OMol25 structures with the same formula, charge and spin ... 0.0 kcal/mol
E_LUMO ... 0.41 eV
HOMO-LUMO gap ... 9.7 eV

Which of these has the highest electronic energy? C38H66O21